{
  "formula": "C6H10O",
  "method": "ωB97M-V with the def2-TZVPD basis set",
  "spin_multiplicity": 1,
  "homo_ha": -0.3194,
  "lumo_energy_ev": -0.024,
  "gap_ev": 8.667,
  "species": ["C", "C", "O", "C", "C", "C", "C", "H", "H", "H", "H", "H", "H", "H", "H", "H", "H"],
  "xyz": [[-2.09971, -0.29615, 0.77010], [-0.88248, -0.07280, -0.09703], [-0.58133, 1.31317, -0.15728], [0.79604, 1.48770, -0.46965], [1.50339, 0.12536, -0.33427], [0.40167, -0.69971, 0.43511], [1.44567, -0.75882, -1.49861], [-2.95671, 0.24789, 0.36398], [-1.91550, 0.04951, 1.79234], [-2.34869, -1.36296, 0.79248], [-1.06324, -0.45977, -1.10942], [0.91084, 1.87871, -1.48738], [1.20938, 2.21786, 0.23763], [2.43433, 0.17395, 0.24586], [0.53072, -0.47655, 1.50104], [0.45359, -1.78782, 0.31312], [2.16204, -1.57958, -1.29802]]
}